(1)
A molecular structure, C2HCrO2, computed with ωB97M-V/def2-TZVPD.

XYZ file:
```
6
Properties=species:S:1:pos:R:3
O -1.893 0.418 0.899
C -1.092 -0.105 0.174
C 0.227 0.111 -0.265
O 1.158 -0.777 -0.174
H -0.911 -0.027 -1.199
Cr 2.512 0.380 0.565
```

Output
2S+1: 5
HOMO (spin up / spin down) in eV: -14.3 / -14.8
Kohn-Sham gap (spin up / spin down) in eV: 6.9 / 8.5
<S²>: 6.464
Charge: +1
LUMO (spin up / spin down) in eV: -7.40 / -6.28

=====

(2)
A single C2HF2N molecule, computed with ωB97M-V/def2-TZVPD.

XYZ file:
```
6
Properties=species:S:1:pos:R:3
C 0.420 -0.009 0.333
C -1.053 -0.027 0.052
H 0.651 -0.015 1.372
N -2.179 -0.052 -0.105
F 1.098 -1.093 -0.168
F 0.946 1.160 -0.158
```

Output
2S+1: 1
HOMO in eV: -13.2
Kohn-Sham gap in eV: 13.9
LUMO in eV: 0.69

=====

(3)
2 unconnected molecules or ions with the total composition C2HF2O4S, computed with ωB97M-V/def2-TZVPD.

XYZ file:
```
10
Properties=species:S:1:pos:R:3
C 0.674 -0.191 0.332
C 1.055 1.502 1.471
O -0.576 -0.580 -2.019
O 1.606 2.501 1.173
O 1.133 -2.219 -2.809
O 1.367 -1.108 -0.303
F -0.024 -0.810 1.407
F 0.075 1.557 2.449
S 0.158 -1.825 -1.814
H 0.021 0.334 -0.314
```

Output
2S+1: 1
HOMO in eV: -5.2
Kohn-Sham gap in eV: 8.9
Charge: -1
LUMO in eV: 3.60

=====

(4)
2 unconnected molecules or ions with the total composition C2HF4IO, computed with ωB97M-V/def2-TZVPD.

XYZ file:
```
9
Properties=species:S:1:pos:R:3
C 0.786 0.794 0.267
C 1.258 2.051 0.258
O -0.332 0.390 -0.200
F 4.173 0.189 -1.442
F 1.563 -0.126 0.940
F 0.700 2.936 -0.554
F 2.444 2.314 0.785
I 4.914 -0.127 0.289
H -0.734 -0.483 -0.054
```

Output
2S+1: 1
HOMO in eV: -8.8
Kohn-Sham gap in eV: 7.6
LUMO in eV: -1.25

=====

(5)
A molecular structure, C2HF4IO, computed with ωB97M-V/def2-TZVPD.

XYZ file:
```
9
Properties=species:S:1:pos:R:3
C -2.808 -0.274 0.682
C -0.605 -1.134 -1.788
O -3.118 -1.232 1.249
F -1.594 0.260 0.651
F -3.539 0.441 -0.124
F -1.267 -2.278 -1.391
F -0.246 -1.327 -2.978
I 1.859 -0.874 -0.279
H 1.488 -0.167 0.958
```

Output
2S+1: 3
HOMO (spin up / spin down) in eV: -7.5 / -10.6
Kohn-Sham gap (spin up / spin down) in eV: 8.0 / 8.4
<S²>: 2.005
LUMO (spin up / spin down) in eV: 0.46 / -2.23

=====

(6)
A single C2HF4P molecule, computed with ωB97M-V/def2-TZVPD.

XYZ file:
```
8
Properties=species:S:1:pos:R:3
C 0.644 0.384 1.182
C -0.671 -0.267 -1.004
F 1.971 1.123 1.838
F -0.198 -1.426 -1.668
F -1.413 0.445 -1.805
F -1.451 -0.777 -0.073
P 0.886 0.685 -0.441
H 0.232 -0.168 1.972
```

Output
2S+1: 1
HOMO in eV: -10.9
Kohn-Sham gap in eV: 9.9
LUMO in eV: -0.97

=====

Summary of energy relative to the best compared isomer or geometry (same formula, charge and spin) in eV
3.116, 0.000, 1.599, 2.610, 0.892, 2.674
(order as listed above)
Summary of largest force on an atom in eV/A
5.15, 2.06, 2.58, 3.90, 3.77, 5.79
(order as listed above)